C38H70ClO20P5S | ωB97M-V/def2-TZVPD

Each line ends with the Mulliken charge.
CARTESIAN COORDINATES (ANGSTROEM)
Cl -10.644 2.634 -0.853  -0.1896
S -4.034 1.753 -2.031  -0.3291
P 4.718 4.581 0.009  0.8851
P -1.669 1.479 -6.168  0.9345
P 2.012 -6.545 1.481  1.1932
P 1.877 0.613 4.180  0.7417
P -5.712 0.936 -2.539  0.1218
O 1.064 -7.618 2.254  -0.3729
O -0.253 2.112 -5.831  -0.2447
O 3.442 0.771 4.505  -0.2262
O -6.145 -1.184 -0.416  -0.4562
O -5.433 -2.152 1.502  -0.4682
O -1.055 0.165 -6.911  -0.3657
O 1.887 -1.015 4.046  -0.3644
O 1.451 0.806 5.745  -0.3355
O -8.186 -1.010 1.553  -0.5689
O 5.031 3.151 -0.157  -0.7912
O -2.081 2.363 -7.463  -0.2783
O 0.609 1.000 3.513  -0.5155
O 2.193 -7.257 0.022  -0.2922
O 1.057 -5.444 1.223  -0.8107
O 3.357 -7.104 2.131  -0.3696
O 3.339 4.545 0.879  -0.2245
O -2.910 0.964 -5.570  -0.7044
O -7.796 2.977 -1.642  -0.5912
O 5.747 5.182 1.105  -0.2655
O 4.336 5.903 -0.777  -0.2905
C -0.212 -7.262 2.790  -0.3118
C 3.537 -8.426 2.671  -0.2113
C -8.213 -0.283 0.594  0.8118
C -5.349 -1.211 0.776  -0.2136
C 3.528 -1.471 2.288  -0.9582
C -8.034 1.883 -1.190  0.1735
C 2.869 -6.547 -1.019  -0.3582
C 2.996 2.727 2.426  -0.1359
C 2.088 -1.604 2.758  0.0227
C -4.883 1.186 1.439  0.2816
C -7.093 -0.197 -0.399  0.0800
C -3.996 2.220 1.671  -0.9248
C -1.931 4.686 -6.684  -0.9504
C 7.142 5.258 0.783  -0.3711
C 7.447 6.351 -0.225  -0.9598
C -9.331 1.586 -0.509  0.6085
C 0.981 2.152 -7.988  -0.9307
C -10.675 0.179 1.076  -1.5445
C -4.435 -0.070 1.064  0.6402
C -3.070 -0.279 0.944  -0.4775
C 3.338 -9.551 1.684  -0.9198
C -7.005 0.811 -1.272  0.3593
C -0.888 0.622 6.354  -1.1299
C -2.578 -1.512 -7.768  -1.1154
C -1.578 -1.143 -6.693  -0.3325
C 2.613 3.338 1.094  -0.8140
C 0.977 1.818 -6.515  -0.1911
C -9.429 0.560 0.339  0.1909
C 4.050 0.542 5.785  -0.2885
C -2.637 1.998 1.547  -0.3868
C 3.732 7.564 0.972  -0.9273
C -2.176 0.743 1.185  -0.5994
C 3.390 6.896 -0.338  -0.1742
C -1.322 -7.607 1.820  -1.0950
C -2.801 3.586 -7.265  -0.3381
C 4.367 -6.454 -0.785  -0.9306
C 3.902 -0.861 6.326  -1.0151
C 0.293 1.544 6.132  -0.3008
H -1.801 1.196 6.524  0.3801
H 1.987 2.006 -8.385  0.3969
H 1.727 2.430 -6.013  0.3452
H -10.382 -0.021 2.107  0.3369
H 5.111 0.746 5.626  0.3982
H -0.729 -1.829 -6.727  0.3250
H 0.304 1.515 -8.553  0.2583
H 0.060 2.316 5.400  0.2946
H -2.015 -1.227 -5.699  0.3441
H 4.075 2.621 2.534  0.4256
H 7.660 5.461 1.719  0.3131
H -5.943 1.381 1.540  0.4600
H 3.390 7.647 -1.128  0.3534
H 2.529 1.734 2.527  -0.2737
H 2.388 6.471 -0.321  0.2377
H 4.791 -7.441 -0.597  0.1895
H 7.031 7.305 0.100  0.1894
H -5.548 -0.371 -3.021  0.0627
H 7.011 6.124 -1.200  0.2749
H -6.298 1.665 -3.583  0.0851
H 2.434 -5.549 -1.124  0.3027
H 3.026 8.375 1.155  0.3973
H 3.680 -2.032 1.365  0.4292
H -4.401 3.186 1.935  0.3909
H 4.497 -0.958 7.236  0.4247
H -1.405 -8.690 1.708  0.2864
H 4.742 7.973 0.953  0.1918
H 1.830 -2.658 2.853  0.3091
H 0.545 2.053 7.065  0.3403
H 4.595 -5.834 0.084  0.2467
H 3.791 -0.428 2.096  0.2459
H 2.869 -1.094 6.577  0.2689
H -0.334 -7.837 3.710  0.3301
H -3.071 -2.457 -7.532  0.3827
H 3.700 1.283 6.500  0.2853
H 1.554 3.602 1.099  0.2465
H 4.241 -1.600 5.601  0.1927
H 8.524 6.460 -0.353  0.4064
H -3.171 3.884 -8.245  0.3138
H -3.667 3.402 -6.624  0.2835
H -1.042 -0.036 5.499  0.2620
H 1.403 -1.157 2.032  0.0636
H 4.569 -8.443 3.022  0.3462
H -1.621 4.448 -5.664  0.2658
H -11.373 1.009 1.111  0.4285
H 1.261 0.782 -6.340  0.2536
H -3.338 -0.739 -7.883  0.2760
H -2.078 -1.616 -8.733  0.3055
H -1.024 4.815 -7.275  0.1938
H -2.477 5.629 -6.661  0.4115
H 3.672 6.873 1.811  0.2403
H -1.109 0.592 1.104  0.4270
H 2.913 -8.555 3.553  0.2537
H -1.951 2.811 1.738  0.4655
H 2.671 -7.093 -1.940  0.3099
H 2.763 2.635 0.277  0.4290
H 4.218 -1.842 3.046  0.1779
H -2.665 -1.235 0.638  0.4810
H -0.713 -0.015 7.223  0.3075
H 3.955 -9.409 0.796  0.1881
H 3.613 -10.494 2.158  0.3994
H 7.487 4.288 0.416  0.3200
H -11.133 -0.705 0.638  0.2975
H 2.657 3.357 3.251  0.3206
H -2.279 -7.222 2.174  0.3815
H -0.240 -6.210 3.066  0.3115
H 0.682 3.186 -8.158  0.1838
H -1.123 -7.198 0.830  0.2784
H 2.304 -9.630 1.357  0.2569
H 4.861 -6.016 -1.653  0.4087

## Properties
spin multiplicity: 1
structure (SMILES): CC1=C(Cl)C(=O)C([PH2]=S)=C(OC(=O)c2ccccc2)C1=O.CCOP(=O)(OCC)OCC.CCOP(=O)(OCC)OCC.CCOP(=O)(OCC)OCC.CCOP(=O)(OCC)OCC
LUMO energy: -1.7 eV
total charge: 0
relative energy (zero: lowest compared OMol25 entry of this formula, charge and spin): 0.000 eV
orbital gap: 6.66 eV